{
  "formula": "C8H10N2O",
  "method": "ωB97M-V with the def2-TZVPD basis set",
  "elements": ["C", "C", "C", "C", "C", "C", "C", "C", "N", "N", "O", "H", "H", "H", "H", "H", "H", "H", "H", "H", "H"],
  "xyz": [[-1.29836, -0.49874, -0.72083], [-1.17420, -0.55640, 0.69027], [-1.20131, 1.03320, -0.96674], [-0.01092, 0.20222, -1.27970], [-1.09702, 1.77198, 0.44583], [-0.33224, 0.66278, 1.14607], [0.83734, 0.35453, 0.03338], [2.73532, -1.06214, -0.14303], [-2.12581, -1.69679, -0.71588], [-2.06396, -1.64411, 0.70056], [1.61618, -0.67439, 0.55396], [-1.86826, 1.50092, -1.75248], [-0.40416, 2.54250, 0.30778], [-2.03188, 2.15060, 0.87861], [-0.07828, 0.77539, 2.16770], [1.35626, 1.28744, -0.11888], [3.19582, -1.97273, 0.44431], [3.59153, -0.39800, -0.00652], [2.59887, -1.15271, -1.13840], [-3.00734, -1.55922, -1.15308], [-1.93776, -2.57124, 1.22983]],
  "forces_ev_per_a": [[0.6, 1.1, 1.9], [-1.2, -1.2, -1.6], [-1.0, 1.1, -0.8], [-0.1, -0.5, 0.4], [-0.7, -1.7, -1.2], [0.2, -1.9, -1.5], [-1.8, 1.1, 0.9], [3.0, -1.2, 4.1], [1.7, -0.4, -1.1], [0.7, -0.5, 2.3], [-1.2, 0.1, 0.5], [1.0, -0.8, 0.8], [0.8, 1.7, -0.1], [0.3, -0.4, -0.1], [0.5, 0.0, 0.8], [1.0, 0.4, 0.2], [-1.4, 1.1, -1.6], [-0.1, 0.9, 0.0], [-0.7, -1.0, -3.3], [-1.3, 0.0, 0.3], [-0.2, 2.0, -1.0]],
  "e_tot_ha": -495.27830,
  "homo_lumo_gap_ev": [7.52, 7.52],
  "homo_energy_ev": [-7.11, -7.11]
}

{
  "formula": "C5H7NO2",
  "method": "ωB97M-V with the def2-TZVPD basis set",
  "elements": ["C", "C", "C", "C", "C", "H", "H", "H", "H", "H", "H", "H", "N", "O", "O"],
  "xyz": [[-0.08358, 1.28268, -0.08847], [-1.41561, 0.77440, 0.40521], [-1.17018, -0.31851, -0.69874], [-0.50650, 0.72601, -1.51206], [0.12140, -0.93729, -0.07730], [2.48861, -0.13490, 1.01848], [0.25664, 2.23194, 0.17640], [-1.33747, 0.38709, 1.42763], [-2.36562, 1.38833, 0.29789], [-1.89911, -0.95216, -1.06391], [0.35848, 0.52063, -2.08971], [-1.30205, 1.25912, -2.00380], [0.88277, 0.23273, 0.13833], [1.63068, 0.13235, 1.39035], [0.36282, -2.06896, 0.24675]],
  "forces_ev_per_a": [[-0.8, -0.3, -1.3], [-1.4, -0.9, 1.0], [2.1, -0.4, 2.1], [-0.2, 2.4, 0.2], [-1.5, -0.5, 0.1], [-0.2, 0.2, 0.5], [0.7, 1.5, 0.0], [-0.4, 0.1, 0.0], [1.4, -0.6, -0.2], [-1.3, -1.4, -0.7], [0.4, -0.4, -1.0], [0.2, 0.9, -0.4], [1.4, -1.7, 1.4], [-0.6, 0.5, -1.5], [0.3, 0.6, -0.2]],
  "e_tot_ha": -399.84413,
  "homo_lumo_gap_ev": 10.24,
  "homo_energy_ev": -9.36
}

{
  "formula": "C15H23N5O3SeW",
  "method": "ωB97M-V with the def2-TZVPD basis set",
  "elements": ["W", "C", "C", "C", "C", "C", "C", "H", "H", "H", "H", "H", "H", "N", "C", "C", "O", "N", "C", "C", "O", "O", "H", "H", "H", "H", "H", "H", "C", "N", "C", "C", "N", "C", "C", "Se", "H", "H", "H", "H", "H", "H", "H", "H", "N", "H", "H", "H"],
  "xyz": [[0.14297, -1.05418, 0.17349], [-2.97965, -1.21110, 1.53424], [-2.19740, -2.11323, 0.80082], [-1.18080, -2.84514, 1.44477], [-0.95799, -2.65057, 2.82469], [-1.72565, -1.74926, 3.52555], [-2.73960, -1.02993, 2.87896], [-3.78761, -0.68038, 1.04854], [-2.49689, -2.36407, -0.21059], [-0.75099, -3.71928, 0.97062], [-0.22148, -3.25629, 3.33802], [-1.56795, -1.61740, 4.58740], [-3.35551, -0.34485, 3.44566], [1.90856, -2.28195, 0.72093], [3.13299, -1.74463, 0.05673], [3.02434, -0.23040, 0.07365], [3.97448, 0.50245, 0.04627], [1.70419, 0.20092, 0.12883], [1.48418, 1.51233, 0.72438], [0.13630, 1.42446, 1.41791], [-0.57184, 2.33739, 1.69892], [-0.24918, 0.11066, 1.64279], [2.01468, -2.16065, 1.73019], [1.85263, -3.28978, 0.59323], [3.17219, -2.11949, -0.96604], [4.04602, -2.04632, 0.56619], [1.47129, 2.33319, 0.01167], [2.26608, 1.74711, 1.45304], [1.72637, 1.64869, -2.98444], [0.61323, 2.33555, -2.33003], [0.55260, 3.69859, -2.15536], [-0.62474, 3.96919, -1.54338], [-1.27350, 2.77328, -1.36547], [-2.60666, 2.64386, -0.77110], [-0.49747, 1.78192, -1.82364], [-0.97041, -0.05632, -1.85285], [1.74327, 1.90562, -4.04117], [1.59445, 0.57716, -2.87044], [2.66025, 1.95420, -2.51610], [1.34223, 4.35069, -2.48644], [-1.05992, 4.90428, -1.23709], [-3.17621, 3.53295, -1.02659], [-2.51675, 2.55689, 0.30930], [-3.10102, 1.77219, -1.18933], [0.03624, -2.78458, -1.37978], [0.67001, -2.64931, -2.16728], [-0.88407, -2.85784, -1.81560], [0.22373, -3.71659, -1.01409]],
  "forces_ev_per_a": [[0.3, 0.0, 0.3], [0.0, 0.0, 0.0], [0.1, -0.1, 0.0], [0.0, 0.0, 0.0], [0.0, 0.0, -0.1], [-0.1, 0.0, 0.0], [0.0, 0.0, 0.0], [0.0, 0.0, 0.0], [0.0, 0.0, 0.0], [0.0, 0.0, 0.0], [0.0, 0.0, 0.0], [0.0, 0.0, 0.0], [0.0, 0.0, 0.0], [0.0, -0.1, -0.1], [0.0, 0.0, 0.1], [-0.1, 0.0, -0.2], [0.0, 0.0, 0.1], [-0.1, -0.1, 0.2], [0.0, -0.2, 0.0], [-0.3, 0.2, 0.2], [0.1, -0.1, 0.0], [0.0, 0.3, -0.5], [0.0, 0.0, 0.0], [0.0, 0.0, 0.0], [0.0, 0.0, 0.0], [0.0, 0.0, 0.0], [-0.1, 0.1, 0.0], [0.0, 0.0, 0.0], [0.1, 0.0, 0.0], [0.0, 0.0, 0.0], [0.0, 0.0, 0.0], [0.0, 0.0, -0.1], [0.0, 0.0, 0.1], [0.0, 0.0, 0.1], [0.0, 0.0, -0.1], [0.0, 0.1, 0.0], [0.0, 0.0, 0.0], [0.0, 0.0, 0.0], [0.0, 0.0, 0.0], [0.0, 0.0, 0.0], [0.0, 0.0, 0.0], [0.0, 0.0, 0.0], [0.0, 0.0, 0.0], [0.0, 0.0, 0.0], [0.0, -0.1, -0.1], [0.0, 0.0, 0.0], [0.0, 0.0, 0.0], [0.0, 0.0, 0.0]],
  "charge": 2,
  "e_tot_ha": -3552.93335,
  "homo_lumo_gap_ev": [7.13, 6.98],
  "homo_energy_ev": [-14.19, -14.47]
}

{
  "formula": "C4H7N4O2",
  "method": "ωB97M-V with the def2-TZVPD basis set",
  "elements": ["C", "C", "C", "C", "N", "N", "N", "N", "O", "O", "H", "H", "H", "H", "H", "H", "H"],
  "xyz": [[1.44681, 1.59541, -0.08124], [1.47883, 0.18346, -0.15347], [0.13420, -0.39820, -0.26166], [-2.28017, 0.32456, 0.52839], [1.42003, 2.76832, 0.09423], [-0.04521, -1.65374, -0.38434], [2.57345, -0.66205, -0.00068], [-1.00481, 0.63841, -0.25890], [3.66812, -0.24256, 0.21959], [2.40905, -1.88753, -0.08854], [-1.90909, -0.16020, 1.43451], [-2.72428, 1.22648, 0.85985], [-3.15509, -0.15522, 0.07116], [0.95493, -2.11412, -0.57645], [-1.07621, -2.07378, -0.28755], [-1.36039, 1.03302, -1.14785], [-0.53018, 1.57775, 0.03296]],
  "forces_ev_per_a": [[1.6, 3.4, 1.0], [-4.6, 0.0, -0.4], [2.3, 2.9, -0.4], [0.8, -0.5, 1.4], [-0.3, -3.5, -0.8], [-3.4, -2.1, -0.3], [1.6, -0.5, 0.2], [-0.1, 1.3, 0.0], [0.4, 1.4, 0.2], [-1.2, -0.9, -0.6], [-0.5, -0.3, -0.2], [0.1, 1.4, 0.2], [1.1, -0.6, -0.7], [-1.1, -0.1, 1.0], [3.4, 0.9, -0.6], [0.7, -1.2, -0.6], [-0.6, -1.6, 0.5]],
  "charge": 1,
  "e_tot_ha": -525.66506,
  "homo_lumo_gap_ev": 8.96,
  "smiles": "C[NH2+]/C(N)=C(\\C#N)[N+](=O)[O-]",
  "homo_energy_ev": -13.95
}

{
  "formula": "C15H13AsN3O7PtS2",
  "method": "ωB97M-V with the def2-TZVPD basis set",
  "elements": ["Pt", "O", "As", "O", "O", "C", "C", "C", "C", "C", "C", "S", "O", "O", "O", "H", "H", "H", "H", "H", "N", "C", "C", "C", "C", "C", "C", "C", "C", "N", "C", "H", "H", "H", "H", "H", "H", "H", "H", "O", "S", "N"],
  "xyz": [[-0.10374, -0.90856, 0.03515], [-0.20665, 2.03200, 1.21855], [-0.88338, 0.18844, 2.86564], [0.25108, 0.73722, 3.90736], [-0.11733, -1.13078, 2.02997], [-2.47956, 2.09831, -0.67586], [-2.91415, 3.38108, -0.29604], [-4.21464, 3.61418, 0.10445], [-5.14746, 2.58524, 0.13090], [-4.74840, 1.31575, -0.24511], [-3.43748, 1.06586, -0.63976], [-3.07460, -0.62255, -1.07901], [-2.44979, -0.63010, -2.38870], [-4.31097, -1.35062, -0.96371], [-2.12270, -1.14126, -0.01482], [0.37358, 2.53007, 1.81232], [-2.19363, 4.18511, -0.31803], [-4.50405, 4.61756, 0.39583], [-6.16913, 2.76671, 0.43916], [-5.44307, 0.48840, -0.23468], [0.15433, -0.50180, -1.96788], [1.54925, -0.25555, -2.23320], [2.05148, 0.05988, -3.46186], [3.42608, 0.34628, -3.61313], [4.26801, 0.33547, -2.53686], [3.77084, 0.02954, -1.24845], [4.55196, 0.04375, -0.06718], [3.96294, -0.22276, 1.13242], [2.58615, -0.52824, 1.18822], [1.85236, -0.56991, 0.10171], [2.41043, -0.27888, -1.11651], [-0.26120, -1.18641, -2.59227], [-0.41196, 0.37155, -2.05268], [1.38632, 0.10822, -4.31489], [3.80636, 0.59486, -4.59510], [5.31858, 0.57170, -2.65214], [5.60646, 0.28358, -0.13185], [4.52404, -0.19933, 2.05551], [2.05408, -0.72460, 2.11322], [0.08426, 3.97671, -0.30469], [0.08713, 2.50666, -0.43174], [-1.17683, 1.84120, -1.08659]],
  "forces_ev_per_a": [[0.0, 0.1, 0.0], [0.0, 0.0, 0.0], [0.0, -0.1, 0.0], [0.0, 0.0, 0.0], [-0.1, 0.0, 0.0], [-0.1, 0.0, 0.0], [0.0, 0.0, 0.0], [0.0, 0.0, 0.0], [0.0, 0.0, 0.0], [0.0, 0.0, 0.0], [0.0, 0.0, 0.0], [0.1, -0.1, 0.1], [0.0, 0.0, 0.0], [0.0, 0.0, 0.0], [-0.1, 0.0, 0.0], [0.0, 0.1, -0.1], [0.0, 0.0, 0.0], [0.0, 0.0, 0.0], [0.0, 0.0, 0.0], [0.0, 0.0, 0.0], [0.2, -0.1, -0.1], [-0.1, 0.0, 0.0], [0.0, 0.0, 0.0], [0.0, 0.0, 0.0], [0.0, 0.0, 0.0], [0.0, 0.0, 0.0], [0.0, 0.0, 0.0], [0.0, 0.0, 0.0], [0.0, 0.0, 0.0], [0.0, -0.1, 0.0], [0.0, 0.0, 0.0], [0.0, 0.0, 0.0], [-0.1, 0.0, 0.1], [0.0, 0.0, 0.0], [0.0, 0.0, 0.0], [0.0, 0.0, 0.0], [0.0, 0.0, 0.0], [0.0, 0.0, 0.0], [0.0, 0.0, 0.0], [0.0, -0.1, 0.0], [0.0, 0.1, 0.0], [0.1, 0.0, 0.0]],
  "charge": -1,
  "e_tot_ha": -4421.95136,
  "homo_lumo_gap_ev": 6.52,
  "homo_energy_ev": -4.98
}

{
  "formula": "C19H23FN4O3",
  "method": "ωB97M-V with the def2-TZVPD basis set",
  "elements": ["C", "C", "O", "C", "O", "O", "F", "H", "H", "H", "N", "C", "C", "C", "C", "H", "H", "H", "H", "H", "N", "C", "C", "C", "C", "H", "H", "H", "H", "H", "N", "C", "C", "C", "C", "H", "H", "H", "H", "H", "N", "C", "C", "C", "C", "H", "H", "H", "H", "H"],
  "xyz": [[1.59374, -2.40446, 3.44459], [2.99234, -2.07625, 3.09593], [3.60962, -2.51839, 4.31003], [2.74021, -2.52417, 5.27179], [2.90461, -2.83706, 6.43682], [1.59685, -2.13902, 4.82828], [3.06214, -0.72210, 2.88414], [1.45503, -3.48230, 3.36019], [0.86651, -1.87171, 2.83189], [3.42036, -2.59546, 2.23843], [-3.50539, -2.09219, 2.41376], [-3.00340, -2.96648, 1.46357], [-2.87426, -2.26462, 0.27848], [-3.37072, -1.00509, 0.47918], [-3.72549, -0.89301, 1.76563], [-3.80280, -2.32765, 3.34981], [-2.84755, -4.01287, 1.68074], [-2.51398, -2.71289, -0.63566], [-3.47023, -0.27724, -0.31248], [-4.09697, -0.09074, 2.38594], [1.15746, 1.04147, -4.89467], [2.14088, 1.70051, -4.21908], [2.69712, 0.82566, -3.24041], [2.07410, -0.40731, -3.47225], [1.08574, -0.28820, -4.44455], [0.49624, 1.44276, -5.54418], [2.28015, 2.74767, -4.44368], [3.41953, 1.14198, -2.50253], [2.47138, -1.20029, -2.85603], [0.45192, -1.00632, -4.94350], [-0.29984, 2.89948, -1.80064], [-1.09200, 3.96525, -1.91074], [-2.34570, 3.54586, -2.22289], [-2.36910, 2.16330, -2.13586], [-1.05285, 1.73639, -1.97391], [0.70905, 2.86157, -1.77247], [-0.69138, 4.96812, -1.92423], [-3.11875, 4.19983, -2.59855], [-3.30455, 1.67684, -2.36971], [-0.63593, 0.74012, -1.97983], [-0.30761, -0.09889, 0.89831], [0.72203, 0.05200, 0.00869], [1.42627, 1.11258, 0.44813], [1.01034, 1.53625, 1.73744], [-0.15744, 0.77360, 1.94974], [-1.17442, -0.55862, 0.65877], [0.70448, -0.49199, -0.92414], [2.16893, 1.59239, -0.17206], [1.43192, 2.30280, 2.37073], [-0.92860, 0.83892, 2.70304]],
  "forces_ev_per_a": [[-0.8, -0.8, -0.9], [-0.1, -0.2, 0.2], [3.1, 0.4, -2.5], [0.3, -0.9, 5.2], [0.5, 0.5, -2.0], [-3.8, 1.1, -0.7], [0.8, -0.3, 0.4], [-0.2, -0.1, -0.4], [-0.1, 0.2, 0.6], [0.2, 0.1, 0.3], [0.3, -0.3, -1.6], [0.0, 0.2, 0.4], [0.5, -3.0, 0.2], [-0.2, 1.9, -1.5], [-0.8, 0.3, 2.9], [0.2, 0.1, -0.2], [0.1, 0.2, 0.0], [-0.1, 0.1, 0.0], [0.0, 0.3, 0.3], [-0.1, 0.2, -0.5], [0.4, -0.9, 0.7], [-1.7, 0.0, -0.5], [-1.0, -0.4, -1.3], [2.1, 0.7, 2.2], [0.5, 1.7, -0.9], [0.2, 0.1, -0.1], [0.3, 0.0, 0.1], [0.1, -0.4, -0.1], [-0.8, -0.7, -0.4], [-0.1, 0.0, 0.2], [0.8, -2.8, -0.2], [0.2, 1.8, -1.0], [-0.5, 1.4, 0.2], [0.2, -0.7, -1.1], [-0.8, 0.6, 0.1], [-0.3, 0.4, 0.5], [0.0, -0.1, 0.2], [-0.2, -0.1, 0.6], [0.4, -0.8, 0.2], [0.0, 0.4, 0.3], [0.0, -0.1, 0.6], [-1.5, 0.0, 0.0], [2.3, 0.9, -0.2], [-2.1, -1.1, -0.6], [0.8, 0.6, -0.4], [0.0, -0.3, 0.4], [0.2, 0.1, 0.1], [0.6, -0.1, 0.3], [-0.1, -0.1, -0.1], [0.2, -0.1, 0.1]],
  "charge": 1,
  "e_tot_ha": -1282.03070,
  "spin_multiplicity": 2,
  "homo_lumo_gap_ev": [6.94, 2.75],
  "homo_energy_ev": [-10.73, -10.71],
  "s2": 0.76
}